Molecular formula: C13H8CoNS4Sb
Method: DFT, ωB97M-V with the def2-TZVPD basis set

Values from the calculation:
strongest force on any atom = 2.954 eV/Å
E = -3770.64719 hartree
multiplicity = 2

```
28
Properties=species:S:1:pos:R:3:forces:R:3:lowdin_charge:R:1
Co 1.768 0.397 -0.103 1.2 -1.1 0.1 -0.08
S 4.552 3.247 2.284 0.3 0.3 -2.3 -0.27
Sb 4.516 3.337 -0.045 -1.0 -1.0 2.6 0.48
S 3.826 0.305 -0.178 -1.2 0.5 -0.1 0.29
S 2.154 2.508 -0.337 0.7 1.1 -0.3 0.00
S -2.438 -0.989 -0.059 0.5 0.3 0.0 1.15
C -2.557 0.750 -0.066 0.4 0.0 0.0 -0.45
C -3.707 1.519 -0.064 -0.1 0.0 0.0 -0.09
C -3.571 2.894 -0.069 -0.1 -0.1 0.0 -0.08
C -2.309 3.481 -0.064 0.0 0.0 0.0 -0.07
C -1.162 2.717 -0.066 0.2 -0.1 0.0 -0.03
C -1.270 1.326 -0.074 -1.0 0.4 0.0 -0.28
N -0.252 0.403 -0.086 0.5 -0.9 0.0 0.00
C -0.712 -0.838 -0.083 -0.4 0.6 0.0 -0.50
C 0.210 -1.931 -0.090 0.8 -0.6 0.0 -0.26
C -0.181 -3.271 -0.062 0.0 0.3 0.0 -0.05
C 0.779 -4.261 -0.060 -0.1 -0.1 0.0 -0.08
C 2.121 -3.913 -0.070 0.1 0.2 0.0 -0.07
C 2.510 -2.579 -0.095 0.0 0.0 0.0 -0.13
C 1.572 -1.555 -0.113 -0.5 0.3 0.2 -0.17
H -4.678 1.045 -0.060 -0.1 0.0 0.0 0.11
H -4.452 3.515 -0.078 -0.1 0.1 0.0 0.10
H -2.230 4.557 -0.060 0.0 0.1 0.0 0.11
H -0.188 3.183 -0.059 0.0 0.0 0.0 0.02
H -1.232 -3.519 -0.038 -0.1 -0.1 0.0 0.09
H 0.486 -5.300 -0.050 0.0 -0.1 0.0 0.10
H 2.879 -4.681 -0.058 0.1 -0.1 0.0 0.10
H 3.566 -2.347 -0.095 0.1 0.0 0.0 0.05
```
Positions in Å, forces in eV/Å.

***

Molecular formula: C13H8N2NaO6Se
Method: DFT, ωB97M-V with the def2-TZVPD basis set

Values from the calculation:
total charge = -1
strongest force on any atom = 1.787 eV/Å
E = -3624.87095 hartree

```
31
Properties=species:S:1:pos:R:3:forces:R:3:lowdin_charge:R:1
Na -2.565 0.253 0.134 -1.6 0.1 -0.8 0.34
O -1.552 0.033 1.972 -0.1 -0.1 1.3 -0.04
C -0.526 0.047 1.272 0.6 0.0 0.3 -0.66
O -0.506 0.159 0.036 1.3 -0.1 -0.7 -0.04
C 0.819 -0.067 1.983 0.1 0.0 0.0 -0.07
C 1.972 -0.285 1.244 0.4 0.0 0.1 0.09
C 3.204 -0.362 1.895 -1.4 0.3 0.7 -0.12
C 3.299 -0.195 3.269 0.2 0.0 0.2 0.09
C 2.135 0.037 3.991 -0.2 -0.2 -1.6 -0.13
C 0.892 0.086 3.359 0.2 0.0 0.3 0.09
N 2.220 0.234 5.412 0.1 0.1 1.0 -0.36
O 3.322 0.157 5.932 -0.2 0.0 0.0 0.07
O 1.191 0.470 6.018 0.2 0.0 -0.1 0.08
N 4.402 -0.588 1.133 0.9 -0.1 -0.7 -0.36
O 5.465 -0.606 1.731 -0.1 0.0 0.0 0.07
O 4.292 -0.739 -0.070 0.0 0.0 0.2 0.09
H 1.900 -0.379 0.171 0.0 0.0 0.0 0.13
H 4.256 -0.249 3.772 -0.1 0.0 -0.1 0.13
H -0.011 0.248 3.928 0.0 0.0 0.0 0.13
Se -4.801 0.483 -1.391 -0.4 0.1 0.3 0.46
C -3.627 0.289 -2.872 -0.5 0.1 0.5 -0.75
C -3.397 -0.972 -3.408 0.2 -0.1 -0.2 -0.17
C -2.578 -1.120 -4.510 0.0 -0.1 -0.2 -0.12
C -1.985 -0.012 -5.092 0.2 0.0 -0.2 -0.13
C -2.214 1.246 -4.559 0.1 0.1 -0.2 -0.12
C -3.035 1.401 -3.459 0.2 0.1 -0.1 -0.16
H -3.861 -1.836 -2.951 0.0 0.0 0.0 0.08
H -2.411 -2.104 -4.927 0.1 -0.1 0.0 0.09
H -1.327 -0.130 -5.944 0.0 0.0 -0.1 0.09
H -1.761 2.114 -5.021 0.1 0.1 0.0 0.09
H -3.212 2.387 -3.047 -0.1 0.0 0.0 0.09
```
Positions in Å, forces in eV/Å.

***

Molecular formula: C13H9BrF6N4P
Method: DFT, ωB97M-V with the def2-TZVPD basis set

Values from the calculation:
total charge = -1
strongest force on any atom = 1.044 eV/Å
E = -4234.64701 hartree

```
34
Properties=species:S:1:pos:R:3:forces:R:3:lowdin_charge:R:1
N -2.355 3.820 2.329 -0.2 -0.1 0.0 0.06
C -1.513 2.732 2.000 0.0 0.2 -0.1 -0.32
C -1.202 1.758 2.894 0.0 -0.1 0.3 -0.63
Br -1.881 1.846 4.641 -0.1 0.0 0.4 0.76
C -0.374 0.666 2.583 0.2 -0.2 0.0 -0.06
C 0.186 0.524 1.350 0.0 -0.1 0.1 -0.12
C 1.047 -0.633 1.010 0.2 0.2 0.0 -0.19
C 2.423 -0.478 0.852 -0.3 -0.4 0.0 -0.02
C 3.158 -1.600 0.516 0.0 0.1 0.0 -0.15
N 2.637 -2.809 0.303 -0.1 -0.1 0.1 0.07
C 1.320 -2.933 0.431 0.2 0.3 0.1 -0.13
C 0.494 -1.880 0.808 0.0 -0.2 0.0 -0.01
C -0.095 1.515 0.384 -0.2 0.5 -0.3 -0.15
N 0.448 1.409 -0.853 0.2 -0.1 0.0 0.17
C 0.145 2.318 -1.730 -0.2 0.1 0.1 -0.09
C -0.725 3.393 -1.416 0.1 -0.2 0.0 -0.11
N -1.250 3.535 -0.233 -0.1 0.2 0.1 0.12
C -0.946 2.601 0.706 0.2 -0.2 -0.6 -0.15
H -2.928 4.050 1.528 0.1 0.1 -0.1 0.07
H -1.811 4.646 2.545 0.0 0.1 0.1 0.09
H -0.173 -0.078 3.338 0.0 0.0 0.1 0.11
H 2.901 0.480 0.980 0.0 0.1 0.0 0.11
H 4.230 -1.518 0.394 0.1 0.0 0.0 0.09
H 0.886 -3.898 0.223 0.0 -0.1 -0.1 0.11
H -0.571 -2.043 0.881 -0.1 0.1 0.0 0.12
H 0.573 2.234 -2.720 0.0 -0.1 -0.1 0.11
H -0.970 4.126 -2.173 0.0 0.1 0.0 0.10
F -0.696 -1.882 -3.734 -0.9 -0.4 0.2 -0.22
P -0.520 -3.399 -3.086 0.0 -0.1 -0.1 0.37
F -1.898 -4.209 -2.636 -0.2 0.9 -0.5 -0.22
F 0.183 -4.901 -3.028 -0.2 0.4 1.0 -0.22
F -0.946 -3.839 -4.627 0.9 0.3 0.1 -0.22
F -0.819 -2.620 -1.643 0.4 -0.9 0.2 -0.22
F 1.045 -2.930 -2.817 -0.2 -0.2 -0.9 -0.21
```
Positions in Å, forces in eV/Å.